# 1
73
Properties=species:S:1:pos:R:3:forces:R:3:lowdin_charge:R:1 method="wB97M-V/def2-TZVPD" lumo_energy_ev=-12.0241 e_homo_ev=-15.921 total_charge=+3
Ta -0.6332 0.0858 -0.3231 5.2 2.0 3.6 1.736
O 0.5820 0.4864 -1.6486 -1.6 0.9 2.6 -0.247
C 1.2856 -0.5161 -2.3412 1.7 -0.6 -2.6 -0.394
C 0.8770 -1.9609 -1.8714 -1.7 -0.6 -1.5 -0.040
C 0.5038 -2.3055 -0.4284 -0.8 -0.4 1.3 -0.199
C 0.1590 -3.5847 0.0466 0.1 -0.5 -1.7 0.044
C 0.3190 -3.9220 1.3826 -0.1 1.6 0.2 0.075
C 0.5325 -2.8518 2.2618 1.1 -0.8 1.2 0.036
C 0.6228 -1.5345 1.8888 -0.2 0.0 0.0 -0.199
C 0.8791 -0.2907 2.7372 1.9 0.1 -0.6 -0.010
C -0.2463 0.7449 2.5887 -0.9 0.7 4.0 -0.390
O -0.3059 1.1152 1.2210 -0.4 -0.5 -3.2 -0.243
C -1.6260 0.1140 2.9439 -1.3 -0.3 -1.1 -0.143
C -2.7999 0.7723 2.4175 2.8 0.7 -0.6 -0.076
C -4.0500 0.2901 2.5938 -1.7 -1.6 1.0 -0.075
C -4.2474 -0.9769 3.2178 1.5 0.3 -0.2 -0.010
C -3.1052 -1.6653 3.6988 -1.8 0.4 -0.3 -0.046
C -1.8490 -1.1235 3.6189 0.8 1.9 -1.1 -0.028
C -0.0253 2.0665 3.4916 0.5 -0.5 -1.6 -0.145
C -0.7343 2.3164 4.6433 -0.6 -0.6 1.0 -0.055
C -0.6701 3.5486 5.2962 0.2 0.9 0.3 -0.035
C 0.0141 4.6535 4.7080 -0.1 -1.1 0.6 -0.016
C 0.9082 4.2931 3.6939 0.2 0.9 0.4 -0.066
C 0.8996 3.0487 3.1033 -1.0 -0.9 -0.3 -0.044
N 0.5278 -1.3247 0.5490 0.2 0.4 -1.3 -0.032
C 2.8258 -0.2971 -2.2737 0.0 -1.4 1.6 -0.178
C 3.4106 0.9370 -2.2016 -1.3 0.6 -0.4 -0.029
C 4.7777 1.0604 -2.0495 1.0 2.4 -0.6 -0.066
C 5.6476 0.0308 -1.8036 -1.4 -1.9 0.0 -0.025
C 5.0506 -1.2636 -1.8253 0.5 0.4 -0.3 -0.029
C 3.6997 -1.3947 -2.1534 -0.2 -1.2 0.2 -0.056
C 0.8988 -0.2364 -3.8217 0.7 -1.2 -0.4 -0.170
C 1.7071 -0.8975 -4.7815 -1.1 0.9 0.5 -0.009
C 1.6272 -0.4702 -6.0904 0.1 -0.4 -0.9 -0.027
C 0.6035 0.3904 -6.5417 0.4 0.1 0.5 -0.035
C -0.2722 0.9134 -5.6055 -0.6 0.2 0.4 -0.051
C -0.0679 0.6650 -4.2282 -0.5 -0.5 -0.4 -0.043
H 1.6268 -2.7009 -2.2097 -0.1 0.5 0.6 0.131
H 0.0480 -2.2782 -2.5741 0.3 0.3 0.9 0.163
H -0.1866 -4.3136 -0.6899 0.7 -0.1 0.2 0.149
H 0.3211 -4.9347 1.7739 -0.3 0.0 -0.3 0.154
H 0.7489 -3.0716 3.2952 -0.2 -0.1 0.2 0.145
H 1.7940 0.1370 2.2326 -0.8 -0.1 0.5 0.162
H 1.2833 -0.4544 3.7859 -1.2 -0.2 -1.1 0.187
H -2.6927 1.6934 1.7884 0.1 -0.6 1.0 0.126
H -4.8852 0.9242 2.3070 -0.1 -0.4 -0.1 0.123
H -5.2075 -1.4754 3.2857 -0.1 0.4 0.1 0.120
H -3.2227 -2.6426 4.1442 -0.1 0.0 0.1 0.122
H -1.0370 -1.6632 4.0429 0.6 -0.2 0.4 0.101
H -1.3338 1.5274 5.1187 0.2 0.4 -0.3 0.126
H -1.0725 3.5810 6.3247 -0.2 0.4 -0.9 0.128
H -0.0683 5.7202 5.0395 0.2 -1.4 0.0 0.138
H 1.6951 4.9957 3.4428 -0.3 0.1 -0.4 0.120
H 1.5121 2.8503 2.2548 0.7 0.0 -0.5 0.104
H 2.7286 1.7811 -2.3628 0.7 0.1 0.2 0.134
H 5.2169 2.0597 -2.2249 -0.4 -0.5 0.5 0.134
H 6.7062 0.1860 -1.6628 0.0 0.0 0.1 0.123
H 5.6434 -2.1743 -1.6511 -0.3 0.6 -0.3 0.124
H 3.3383 -2.4296 -2.3756 0.5 0.9 0.5 0.113
H 2.3083 -1.7281 -4.4385 0.6 0.3 -0.4 0.119
H 2.3620 -0.8404 -6.8102 -0.4 -0.1 0.1 0.128
H 0.5013 0.6585 -7.5980 0.1 -0.2 0.4 0.129
H -1.1487 1.5129 -5.9202 0.8 -0.3 0.2 0.125
H -0.7764 1.0459 -3.4947 0.2 0.3 -0.2 0.069
C -4.0774 -1.4185 -0.8110 0.4 1.0 0.3 -0.185
S -2.6409 -0.2429 -1.3453 -5.2 0.7 -1.7 0.704
C -3.5023 1.7122 -1.6270 1.8 -0.2 0.7 -0.014
H -3.7464 -1.9395 0.0597 0.1 0.0 0.8 0.031
H -4.2176 -2.1276 -1.5786 0.1 -0.5 -1.3 0.041
H -4.9971 -0.8472 -0.6701 0.4 0.2 0.2 0.078
H -3.7186 2.1750 -0.6553 0.1 -0.7 0.0 0.055
H -4.3937 1.5802 -2.2148 0.0 -0.5 -0.5 0.063
H -2.6349 2.2261 -2.0951 -0.8 -0.5 -0.1 0.053

***

# 2
77
Properties=species:S:1:pos:R:3:forces:R:3:lowdin_charge:R:1 method="wB97M-V/def2-TZVPD" lumo_energy_ev=-3.8468 e_homo_ev=-6.547 e_above_lowest_kcal_mol=96.00
F -5.0273 6.5030 -2.4809 0.1 -1.3 -0.1 0.046
C -4.9881 5.1302 -2.5611 0.2 0.7 0.0 -0.229
C -6.1989 4.4388 -2.5728 0.5 -0.5 -0.1 0.027
C -6.1444 3.0387 -2.6690 -0.1 0.3 0.0 -0.049
C -4.9272 2.3758 -2.7336 0.6 0.0 0.1 -0.013
C -3.6964 3.0845 -2.6936 -1.1 0.8 0.0 -0.200
C -2.4622 2.3609 -2.6887 1.1 -0.1 0.2 0.043
C -1.2102 2.9297 -2.4710 -0.5 0.1 0.4 -0.054
C 0.0091 2.2829 -2.6999 -0.5 -0.6 -1.2 0.041
C 1.2143 3.0250 -2.9457 0.9 0.7 0.4 -0.199
C 1.4816 4.1887 -2.1859 0.0 0.0 -0.4 0.061
C 2.5891 4.9537 -2.5081 0.2 0.6 0.5 -0.226
F 2.8429 6.0812 -1.7614 -0.2 -1.1 -0.7 0.047
C 3.4550 4.6320 -3.5555 -0.5 -0.5 0.2 0.027
C 3.1779 3.4813 -4.3150 0.1 0.3 0.2 -0.048
C 2.0975 2.6698 -3.9995 -0.5 -0.3 0.4 -0.004
C -3.7485 4.5083 -2.6330 -0.3 -0.4 0.2 0.070
H -7.1425 4.9752 -2.5288 0.2 -0.1 0.0 0.128
H -7.0717 2.4680 -2.6867 0.2 0.1 0.0 0.117
H -4.8851 1.2844 -2.7684 -0.1 0.3 0.0 0.124
H -2.5172 1.2857 -2.8865 0.0 0.3 0.1 0.139
H -1.1767 3.9802 -2.1542 0.1 -0.4 -0.4 0.111
H 0.0418 1.2134 -2.9607 -0.2 0.6 -0.1 0.134
H 0.8098 4.4635 -1.3728 0.4 0.1 -0.1 0.134
H 4.3330 5.2439 -3.7408 -0.2 0.0 0.0 0.127
H 3.8186 3.2305 -5.1628 -0.2 0.0 0.4 0.118
H 1.8776 1.7671 -4.5805 0.2 0.4 0.2 0.127
H -2.8326 5.0972 -2.6050 -0.4 0.0 -0.1 0.124
C -3.1964 -3.0999 0.7385 0.0 0.1 -0.1 -0.046
C -2.1803 -3.4200 1.8228 0.5 0.2 0.2 -0.512
C -2.7120 -4.5642 2.6686 0.0 -0.1 0.1 -0.064
C -0.8287 -3.8661 1.1907 0.2 0.9 0.3 -0.127
O -0.0303 -2.7803 0.7489 -0.5 -0.9 -0.9 -0.014
B 0.0953 -1.5839 1.5228 0.6 0.4 0.1 -0.803
C 1.3275 -1.7554 2.6001 -0.4 0.3 -0.7 -0.062
C 2.3417 -2.6844 2.3725 0.6 -0.1 0.4 -0.017
C 3.2890 -2.9620 3.3599 -0.2 0.0 -0.5 -0.014
C 3.2267 -2.2853 4.5708 0.2 -0.1 0.5 -0.153
C 4.2456 -2.6081 5.6333 0.0 0.0 -0.2 -0.523
F 4.0492 -1.9035 6.7821 0.3 -0.5 -0.6 0.107
F 4.2227 -3.9397 5.9659 0.3 1.0 -0.1 0.105
F 5.5139 -2.3273 5.1878 -0.7 -0.3 0.6 0.104
C 2.2456 -1.3333 4.8040 -0.3 0.2 -0.3 -0.016
C 1.3024 -1.0661 3.8061 0.5 0.0 0.6 -0.022
C 0.3917 -0.2270 0.3364 0.5 -0.9 1.1 -0.182
C -0.7873 -0.1694 -0.5793 -0.1 -0.2 0.2 -0.074
C 1.7112 -0.5148 -0.2754 -0.3 0.2 -0.2 -0.225
C 2.8580 0.2070 0.1006 0.1 -0.1 0.0 -0.042
C 4.1169 -0.1486 -0.3809 -0.1 -0.1 -0.2 -0.095
C 4.2559 -1.2342 -1.2602 -0.2 0.2 0.1 -0.106
C 3.1159 -1.9442 -1.6584 -0.1 0.2 0.0 -0.090
C 1.8556 -1.5706 -1.1920 0.3 0.0 -0.2 -0.039
O -1.0931 -1.2007 2.2160 -1.4 0.2 0.2 -0.009
C -1.9613 -2.1869 2.7516 0.7 0.1 -0.4 -0.132
H -2.8519 -2.2669 0.1100 -0.1 -0.2 0.1 0.078
H -3.3507 -3.9915 0.1151 0.0 0.2 0.0 0.084
H -4.1529 -2.8333 1.2085 0.1 0.0 -0.2 0.084
H -1.9924 -4.8117 3.4574 -0.2 -0.1 -0.1 0.085
H -3.6629 -4.2801 3.1355 0.1 -0.1 0.0 0.087
H -2.8755 -5.4532 2.0475 0.0 0.1 0.1 0.087
H -0.2576 -4.4695 1.9192 -0.1 0.1 0.0 0.130
H -1.0166 -4.4943 0.3086 -0.1 0.0 0.2 0.129
H 2.4178 -3.2004 1.4148 -0.2 0.1 0.2 0.118
H 4.0598 -3.7081 3.1786 -0.1 0.1 0.1 0.119
H 2.1959 -0.8067 5.7514 0.1 -0.1 -0.1 0.111
H 0.5452 -0.3044 3.9927 0.0 -0.3 -0.1 0.116
H 0.4502 0.6599 0.9781 0.0 0.0 -0.1 0.129
H -1.6903 0.0689 -0.0072 0.0 -0.2 -0.1 0.092
H -0.6432 0.6360 -1.3003 0.0 0.1 -0.2 0.018
H -0.9226 -1.1101 -1.1280 -0.1 0.2 0.1 0.087
H 2.7384 1.0515 0.7889 0.1 -0.4 -0.2 0.114
H 4.9946 0.4203 -0.0626 -0.3 -0.2 -0.1 0.098
H 5.2410 -1.5159 -1.6373 -0.3 0.1 0.2 0.093
H 3.2023 -2.8050 -2.3261 0.0 0.3 0.1 0.099
H 0.9626 -2.1093 -1.5134 0.4 0.0 0.2 0.110
H -2.9196 -1.6754 2.9284 0.1 -0.3 0.1 0.128
H -1.5662 -2.5257 3.7283 -0.1 0.0 -0.2 0.130

***

# 3
81
Properties=species:S:1:pos:R:3:forces:R:3:lowdin_charge:R:1 method="wB97M-V/def2-TZVPD" lumo_energy_ev="2.1857 / 2.1624" e_homo_ev="-2.636 / -2.327" total_charge=-1 e_above_lowest_kcal_mol=12.30
Ti -0.2334 -0.2757 0.1547 1.1 -0.5 1.8 0.676
C -3.2371 -4.6143 -1.1425 0.0 0.0 0.1 -0.002
N -2.7437 -3.5654 -0.2615 -0.1 -0.2 0.0 -0.106
C -3.0653 -3.3427 1.0654 0.0 -0.1 -0.1 -0.043
C -2.3303 -2.2717 1.4588 0.2 0.1 -0.1 -0.072
N -1.5667 -1.8444 0.3912 -0.6 -0.6 0.2 -0.026
C -1.8418 -2.6468 -0.6208 -0.3 0.0 0.3 -0.132
H -4.2891 -4.8026 -0.9394 0.0 0.1 0.0 0.090
H -2.6752 -5.5365 -0.9982 0.0 0.0 0.0 0.090
H -3.1182 -4.2854 -2.1731 0.0 0.0 0.0 0.089
H -3.7826 -3.9477 1.5968 0.1 0.0 -0.1 0.118
H -2.2958 -1.7720 2.4129 0.0 0.0 0.0 0.117
H -1.4466 -2.5825 -1.6175 0.1 0.0 -0.2 0.096
C 4.1139 0.7224 0.0196 -0.3 0.2 0.2 -0.493
P 2.3074 0.2703 -0.3543 1.0 -0.9 -0.7 1.038
C 2.3055 -0.0690 -2.1403 0.1 0.1 0.0 -0.396
C 2.6320 -1.2870 -2.7364 0.1 0.1 -0.1 -0.096
C 2.5600 -1.4412 -4.1118 0.0 0.0 0.0 -0.075
C 2.1494 -0.3807 -4.9169 0.0 -0.1 0.0 -0.081
C 1.8257 0.8322 -4.3379 0.1 0.2 0.0 -0.100
C 1.8997 0.9883 -2.9603 0.0 0.0 0.0 -0.145
C 2.2131 -1.3654 0.4964 -0.2 0.0 -0.2 -0.398
C 2.7259 -1.5044 1.7909 0.2 0.0 0.1 -0.128
C 2.4559 -2.6182 2.5558 0.1 0.0 0.1 -0.074
C 1.6483 -3.6360 2.0568 0.0 0.0 0.0 -0.067
C 1.1216 -3.5177 0.7886 0.0 0.0 0.0 -0.072
C 1.3870 -2.3861 0.0168 0.4 -0.1 -0.1 -0.158
P 5.8020 0.0388 -0.4215 -0.2 0.0 0.0 1.046
C 6.0557 0.4396 -2.1914 0.1 0.0 0.1 -0.392
C 5.2768 1.3335 -2.9174 -0.1 0.0 0.0 -0.094
C 5.5951 1.6494 -4.2332 0.0 0.0 0.0 -0.078
C 6.7089 1.0913 -4.8401 0.0 0.0 0.0 -0.095
C 7.5290 0.2393 -4.1100 0.0 0.0 0.1 -0.093
C 7.2146 -0.0654 -2.7950 -0.1 0.0 0.0 -0.135
C 5.7439 -1.8033 -0.3785 0.0 0.0 -0.1 -0.380
C 5.8369 -2.6495 -1.4828 -0.2 0.0 0.0 -0.103
C 5.8715 -4.0301 -1.3213 0.0 0.1 0.0 -0.085
C 5.8229 -4.5899 -0.0529 0.0 0.0 0.0 -0.095
C 5.7763 -3.7580 1.0562 0.0 0.0 0.1 -0.091
C 5.7556 -2.3813 0.8910 0.0 0.0 0.1 -0.132
H 4.1412 0.7899 1.1091 0.0 0.1 0.0 0.012
H 4.1873 1.7659 -0.2977 0.1 0.1 0.0 0.026
H 2.9409 -2.1203 -2.1263 0.1 -0.1 0.1 0.091
H 2.8112 -2.3986 -4.5543 0.0 0.0 0.0 0.101
H 2.0682 -0.5140 -5.9884 0.0 0.0 0.0 0.104
H 1.4810 1.6554 -4.9530 0.0 0.0 0.0 0.108
H 1.6348 1.9391 -2.5161 -0.1 0.0 0.0 0.103
H 3.3278 -0.7129 2.2198 0.0 0.0 0.0 0.100
H 2.8681 -2.6918 3.5548 -0.1 0.0 0.0 0.111
H 1.4235 -4.5052 2.6622 0.0 0.0 0.0 0.104
H 0.4932 -4.3037 0.3881 0.0 0.0 0.0 0.108
H 0.9829 -2.3229 -0.9855 0.0 0.0 -0.1 0.090
H 4.4014 1.7863 -2.4745 0.0 -0.1 0.0 0.080
H 4.9573 2.3277 -4.7871 0.0 0.0 0.0 0.105
H 6.9443 1.3248 -5.8714 0.0 0.0 0.0 0.098
H 8.4157 -0.1874 -4.5643 0.0 0.0 0.0 0.098
H 7.8749 -0.7076 -2.2206 0.0 0.0 -0.1 0.102
H 5.8589 -2.2366 -2.4811 0.0 0.0 -0.1 0.094
H 5.9313 -4.6673 -2.1967 0.0 0.0 0.0 0.101
H 5.8306 -5.6669 0.0700 0.0 0.1 0.0 0.098
H 5.7648 -4.1824 2.0535 0.0 0.0 0.0 0.102
H 5.7476 -1.7380 1.7661 0.0 -0.1 0.0 0.098
B 0.0940 -0.1684 4.8251 0.0 0.0 0.1 -0.419
C 0.1045 -0.0550 3.2609 0.2 -0.1 -0.1 -0.158
N 0.1490 -0.0348 2.1029 -0.3 0.3 1.9 0.043
H -0.9580 -0.6995 5.1303 0.0 0.0 0.0 -0.002
H 0.1835 0.9485 5.2895 0.0 0.0 0.0 -0.002
H 1.0480 -0.8646 5.1287 0.0 0.0 0.0 -0.006
C -0.6153 2.8439 0.1150 -0.3 0.1 0.0 -0.081
C -1.2508 1.4943 0.4157 -0.1 1.2 0.0 -0.484
O -2.4087 1.4253 0.7860 0.0 -0.2 0.0 -0.015
H -1.1974 3.6605 0.5502 0.0 0.0 0.0 0.069
H -0.5975 2.9426 -0.9757 0.0 0.0 0.0 0.066
H 0.4117 2.8695 0.4764 0.1 0.0 0.0 0.047
O -0.5495 -0.1280 -1.5478 -0.7 0.7 -3.3 -0.348
N -0.8446 0.6074 -2.5642 -0.1 -0.2 -0.5 0.011
C -1.1357 -0.0944 -3.7309 -0.1 -0.1 0.0 -0.343
C -1.1069 -1.4950 -3.8652 0.1 0.0 0.2 -0.257
N -1.0869 -2.6595 -3.9371 0.0 0.2 0.2 0.098
C -1.4340 0.6644 -4.8894 0.0 0.1 0.1 -0.267
N -1.6842 1.2737 -5.8446 0.1 -0.1 0.2 0.091

***

# 4
88
Properties=species:S:1:pos:R:3:forces:R:3:lowdin_charge:R:1 method="wB97M-V/def2-TZVPD" lumo_energy_ev=3.1255 e_homo_ev=-2.954 total_charge=-2 e_above_lowest_kcal_mol=43.29
Cd 0.0022 0.0488 0.5987 -0.3 0.1 0.6 1.137
O 3.6519 -5.9591 1.9237 0.0 0.0 0.1 -0.072
C 3.3196 -5.2195 2.8767 0.1 0.0 0.0 -0.708
O 3.3289 -5.4260 4.1034 0.0 -0.1 -0.1 -0.051
C 2.8181 -3.8249 2.4400 -0.1 -0.1 0.0 -0.104
C 3.3102 -3.2417 1.2755 0.0 0.1 0.0 -0.018
C 2.7847 -2.0410 0.8510 0.1 0.1 0.0 -0.170
N 1.7919 -1.4118 1.4877 -0.2 -0.1 -0.1 0.005
C 1.3565 -1.9305 2.6395 0.1 0.0 0.0 -0.204
C 1.8557 -3.1225 3.1536 0.0 0.1 0.0 0.055
C 0.3105 -1.1152 3.3983 -0.1 0.0 -0.1 -0.645
O 0.2348 -1.2767 4.6095 -0.1 0.0 0.0 0.021
O -0.4025 -0.3078 2.6972 0.1 -0.2 0.2 -0.275
H 4.0748 -3.7523 0.7056 0.0 0.0 0.0 0.111
H 3.1593 -1.5549 -0.0458 0.0 0.0 0.0 0.100
H 1.4875 -3.4939 4.0991 0.0 0.0 0.0 0.123
S 0.4746 2.1432 -0.7667 -0.1 -0.3 -0.2 0.460
C 0.5748 1.3082 -2.2788 -0.2 0.5 -0.1 -0.859
N 0.3782 1.9574 -3.3803 0.4 0.0 -0.1 0.018
N 0.7608 1.3281 -4.5704 -0.1 -0.5 0.2 -0.022
C 2.0067 0.8417 -4.8812 0.0 0.3 0.0 -0.280
C 3.1210 1.0055 -4.0425 0.0 0.0 0.0 -0.048
C 4.3708 0.5744 -4.4546 -0.1 0.0 0.0 -0.105
C 4.5561 -0.0376 -5.6896 0.1 0.0 0.0 -0.134
C 3.4534 -0.2143 -6.5146 -0.1 0.0 0.0 -0.122
C 2.1964 0.2134 -6.1211 0.0 0.0 0.0 -0.052
N 0.9206 -0.0756 -2.4181 0.1 -0.2 -0.6 0.055
N 0.6803 -0.8274 -1.4820 0.0 -0.1 0.0 -0.018
C 0.9762 -2.2038 -1.7129 0.1 -0.3 0.0 -0.267
C 1.8758 -2.6226 -2.6873 0.1 0.2 0.0 -0.021
C 2.2206 -3.9609 -2.7568 0.0 -0.1 0.0 -0.078
C 1.6627 -4.8799 -1.8732 0.0 0.0 0.0 -0.073
C 0.7414 -4.4599 -0.9255 0.0 -0.1 0.0 -0.060
C 0.4019 -3.1212 -0.8447 -0.1 0.1 0.0 -0.042
H 0.0912 1.4260 -5.3096 0.0 0.1 0.0 0.124
H 3.0035 1.4842 -3.0800 0.0 0.0 0.0 0.095
H 5.2188 0.7274 -3.7972 0.0 0.0 0.0 0.098
H 5.5376 -0.3751 -5.9971 0.0 0.0 0.0 0.085
H 3.5712 -0.6946 -7.4793 0.0 0.0 0.0 0.092
H 1.3393 0.0612 -6.7683 0.0 0.0 0.0 0.101
H 2.3245 -1.8883 -3.3456 0.0 0.0 0.0 0.101
H 2.9440 -4.2898 -3.4924 0.0 0.0 0.0 0.099
H 1.9616 -5.9196 -1.9076 0.0 0.0 0.0 0.104
H 0.3131 -5.1707 -0.2319 0.0 0.0 0.0 0.113
H -0.2935 -2.7663 -0.0950 0.0 0.0 0.0 0.080
C -1.8317 3.6915 5.1662 -0.1 0.0 -0.1 -0.218
C -2.6161 3.8622 3.8626 0.1 -0.2 0.1 -0.474
Sb -1.6269 2.8101 2.2261 -0.1 0.5 -0.1 1.368
C -2.8501 3.6864 0.6455 0.1 0.1 0.2 -0.461
C -3.4683 5.0702 0.8442 0.0 -0.2 -0.1 -0.202
C 0.0850 4.1829 2.2000 -0.2 0.0 0.0 -0.469
C -0.1717 5.6860 2.2643 0.1 -0.1 0.0 -0.194
H -2.3402 4.1630 6.0132 0.0 0.0 0.0 0.055
H -0.8382 4.1415 5.0871 0.0 0.0 0.0 0.049
H -1.6917 2.6354 5.4062 0.0 0.0 0.0 0.063
H -2.7367 4.9180 3.6148 0.0 0.0 0.0 0.022
H -3.6144 3.4272 3.9586 0.0 0.0 0.0 0.040
H -3.6351 2.9422 0.5028 0.0 0.0 -0.1 0.008
H -2.2247 3.6505 -0.2485 0.0 0.0 0.0 0.018
H -4.0422 5.1259 1.7716 0.0 0.0 0.0 0.046
H -4.1513 5.3021 0.0197 0.0 0.0 0.0 0.057
H -2.7172 5.8590 0.8722 0.0 0.0 0.0 0.038
H 0.6404 3.9374 1.2919 0.0 0.0 0.1 -0.026
H 0.6993 3.8638 3.0470 0.0 0.0 0.0 0.027
H -0.6907 6.0323 1.3715 0.0 0.0 0.0 0.046
H 0.7711 6.2421 2.3280 0.0 0.0 0.0 0.053
H -0.7730 5.9593 3.1346 0.0 0.0 0.0 0.050
O -6.3769 -5.4950 -0.0168 0.0 0.0 0.0 0.086
C -6.7639 -4.1929 -0.1394 0.0 -0.1 0.0 -0.495
O -7.9376 -3.9643 -0.2912 0.0 0.0 0.0 0.078
C -5.6984 -3.1711 -0.0954 0.0 0.1 0.0 -0.171
C -6.0361 -1.8517 -0.4103 0.0 0.0 0.0 -0.034
C -5.0833 -0.8581 -0.4534 0.0 0.0 0.0 -0.125
C -3.7235 -1.1270 -0.1883 0.0 -0.2 0.1 -0.729
S -2.5405 0.1184 -0.3812 0.1 0.1 -0.1 0.454
C -3.4067 -2.4455 0.1938 0.0 0.1 0.0 -0.114
C -4.3644 -3.4364 0.2302 0.0 0.0 0.0 -0.044
H -5.4163 -5.5373 0.0595 0.0 0.0 0.0 0.075
H -7.0739 -1.6358 -0.6322 0.0 0.0 0.0 0.112
H -5.3621 0.1566 -0.7089 0.0 0.0 0.0 0.090
H -2.3848 -2.6720 0.4640 0.0 0.0 0.0 0.075
H -4.0461 -4.4273 0.5441 0.0 0.0 0.0 0.105
Cl 4.8009 3.7707 -0.2044 0.0 0.0 0.0 0.600
C 4.5525 3.1564 1.4403 0.1 0.0 0.0 -1.605
Cl 6.0438 2.3932 2.0240 0.0 0.0 0.0 0.602
Cl 4.0937 4.4861 2.5162 0.0 0.0 0.0 0.606
C 3.4795 2.1708 1.4182 -0.1 0.1 -0.1 -0.390
N 2.6006 1.4390 1.3423 0.2 0.0 0.3 0.183

***

| no. | maximum force (eV/Å) |
| --- | --- |
| 1 | 6.63 |
| 2 | 1.51 |
| 3 | 3.42 |
| 4 | 0.68 |